No. 1
A structure of composition C58H45CoF5N2OP2S. Source: OMol25; level of theory: wB97M-V/def2-TZVPD.

The value obtained for the energy above the lowest of the compared OMol25 structures with the same formula, charge and spin is 0.00 kJ/mol. The total charge is +1. The HOMO-LUMO gap (alpha / beta) comes out at 8.57 / 5.77 eV. Its HOMO energy (alpha / beta) is -10.9 / -11.0 eV. The spin multiplicity is 5. The expectation value of S² is 6.02.

Positions of all 115 atoms, in Å:
Co: -0.46449 -0.67563 0.00271
O: 1.75019 -0.94235 1.51820
C: 2.85323 -1.47430 0.83548
C: 3.79832 -2.19781 1.55823
C: 5.01145 -2.52990 0.96899
C: 5.18140 -2.18575 -0.37324
C: 4.15863 -1.60141 -1.05810
C: 2.95475 -1.24546 -0.49989
P: 1.56703 -0.59652 -1.46250
C: 1.25721 -1.67707 -2.88051
C: 2.10971 -2.69926 -3.16938
C: 1.97229 -3.45622 -4.34303
C: 0.97414 -3.14763 -5.26495
C: 0.14327 -2.08962 -4.98901
C: 0.32417 -1.33530 -3.85675
C: 2.27248 0.98733 -2.10960
C: 2.44837 1.28353 -3.44414
C: 2.99658 2.52727 -3.87776
C: 3.31721 3.44301 -2.89773
C: 3.19169 3.15884 -1.54118
C: 2.67034 1.94055 -1.15970
C: 1.78449 -0.40022 2.79798
C: 2.95284 -0.08520 3.45794
C: 2.89566 0.51414 4.71003
C: 1.66616 0.63659 5.35552
C: 0.51391 0.38085 4.60809
C: 0.50764 -0.13412 3.32073
P: -0.95954 -0.66918 2.38448
C: -2.25968 0.46476 2.84549
C: -2.72635 0.65794 4.14127
C: -3.84074 1.50588 4.35717
C: -4.44425 2.21802 3.32223
C: -3.98079 2.05039 2.03874
C: -2.94313 1.14657 1.79852
C: -1.47620 -2.28340 3.16857
C: -0.58810 -2.89877 4.03849
C: -0.82630 -4.21748 4.50045
C: -2.04943 -4.83101 4.18818
C: -2.93734 -4.12344 3.35729
C: -2.68198 -2.88263 2.84481
H: 3.66323 -2.40021 2.60815
H: 5.80159 -3.02738 1.50189
H: 6.16837 -2.36979 -0.90262
H: 4.34587 -1.36466 -2.10393
H: 2.85160 -3.06550 -2.48937
H: 2.58053 -4.32545 -4.57279
H: 0.95044 -3.76755 -6.15226
H: -0.64019 -1.87564 -5.67329
H: -0.41525 -0.61771 -3.57412
H: 2.14320 0.55065 -4.23834
H: 3.00240 2.72975 -4.92152
H: 3.69947 4.41079 -3.19116
H: 3.50998 3.88552 -0.85796
H: 2.62479 1.63269 -0.14652
H: 3.87357 -0.33581 2.94138
H: 3.84402 0.65658 5.30387
H: 1.55573 0.94479 6.38476
H: -0.46003 0.49491 5.01740
H: -2.23120 0.12378 4.98999
H: -4.14817 1.68552 5.38651
H: -5.27865 2.87333 3.39667
H: -4.42635 2.54620 1.26389
H: -2.52284 1.02612 0.80410
H: 0.42178 -2.51062 4.13450
H: 0.01047 -4.74871 4.94101
H: -2.30383 -5.85301 4.54772
H: -3.82855 -4.70073 3.03386
H: -3.34012 -2.42020 2.15023
S: -0.79205 6.19128 -0.26763
C: -0.58099 4.42747 -0.03380
C: -0.12108 3.81290 1.11741
C: 0.05943 2.46170 1.13750
N: -0.32106 1.65889 0.10883
C: -0.80074 2.22122 -0.96553
C: -0.93808 3.60659 -1.08765
C: 0.90274 6.58943 -0.49679
C: 1.77658 6.76279 0.54914
C: 3.11377 6.93246 0.24723
N: 3.57661 7.08378 -0.99416
C: 2.67128 7.13523 -2.00223
C: 1.31891 6.88329 -1.79369
H: 0.08348 4.39713 2.01969
H: 0.49627 1.91432 1.98617
H: -1.08985 1.58741 -1.77378
H: -1.34739 3.99971 -1.97736
H: 1.50833 6.71230 1.58937
H: 3.89570 6.86925 0.94262
H: 3.08430 7.41199 -2.97419
H: 0.56125 7.00926 -2.57708
F: 1.03541 -3.39987 1.82779
C: 0.71843 -3.77113 0.56153
C: -0.01072 -2.96869 -0.27561
C: -0.49159 -3.66098 -1.33839
F: -1.34742 -3.02974 -2.19646
C: -0.10763 -4.88283 -1.73508
F: -0.42185 -5.36842 -2.93042
C: 0.65603 -5.66929 -0.90281
F: 1.06458 -6.87337 -1.27529
C: 1.06280 -5.08932 0.28550
F: 1.88178 -5.76987 1.17368
C: -5.28768 -1.79016 -1.69423
C: -4.59274 -0.49283 -2.19896
C: -4.43145 -0.61170 -3.72993
C: -5.41579 0.75735 -1.89116
C: -3.28217 -0.39841 -1.59234
C: -2.16115 -0.46016 -1.07578
H: -6.26585 -1.82067 -2.14070
H: -5.33955 -1.78054 -0.62004
H: -4.77198 -2.71204 -2.00124
H: -5.40585 -0.62296 -4.20119
H: -3.83507 -1.44306 -4.00776
H: -3.91723 0.27988 -4.14526
H: -6.39954 0.62537 -2.34167
H: -4.99070 1.64854 -2.28979
H: -5.54714 0.92283 -0.79265

Atom charges from the Mulliken analysis, given in e for atoms 1 to 4: 2.0985 0.9758 -0.4840 -0.3502

No. 2
A structure of composition C58H49Cl3N9O5PdS. Source: OMol25; level of theory: wB97M-V/def2-TZVPD.

The value obtained for the energy above the lowest of the compared OMol25 structures with the same formula, charge and spin is 109.74 kJ/mol. The total charge is +1. The HOMO-LUMO gap comes out at 7.18 eV. Its HOMO energy is -9.6 eV.

Positions of all 126 atoms, in Å:
Pd: -0.12461 0.24082 0.29675
C: -11.97568 -1.54718 -6.50498
O: -11.34319 -0.30774 -6.23395
C: -10.14641 -0.32836 -5.61615
C: -9.47190 -1.48619 -5.23658
C: -8.25852 -1.39358 -4.57825
C: -7.69165 -0.15683 -4.28666
C: -8.36739 0.99962 -4.69283
C: -9.57341 0.91700 -5.35004
C: -6.41949 -0.09466 -3.57857
N: -5.60837 -1.10568 -3.36172
C: -4.54881 -0.59308 -2.67102
C: -4.71664 0.76211 -2.45824
N: -5.91544 1.06564 -3.04640
C: -3.79649 1.57061 -1.73806
C: -3.94543 2.94082 -1.50625
C: -3.01487 3.58711 -0.73005
C: -1.98115 2.84330 -0.16968
N: -1.78659 1.55690 -0.39920
C: -2.66091 0.90848 -1.21153
C: -2.41802 -0.47944 -1.51345
N: -1.22525 -0.99402 -1.14301
C: -0.96640 -2.26012 -1.42470
C: -1.87313 -3.10426 -2.05991
C: -3.08303 -2.59769 -2.47352
C: -3.36511 -1.25498 -2.22121
H: -12.92063 -1.30514 -6.98145
H: -12.16752 -2.10283 -5.58392
H: -11.37694 -2.15865 -7.18420
H: -9.88745 -2.46162 -5.44523
H: -7.73490 -2.28989 -4.27481
H: -7.94851 1.98305 -4.51718
H: -10.10258 1.80351 -5.67314
H: -6.37501 1.95751 -3.04193
H: -4.79234 3.47969 -1.91188
H: -3.08042 4.64786 -0.53629
H: -1.29844 3.32525 0.51573
H: 0.01649 -2.62416 -1.15739
H: -1.59792 -4.13219 -2.25127
H: -3.80042 -3.20460 -3.00941
C: 5.50425 1.47686 -1.55234
O: 6.13337 1.01172 -0.36069
C: 6.02274 1.70691 0.80603
C: 7.13734 1.62516 1.64275
C: 7.17846 2.28283 2.85420
C: 6.09419 3.05092 3.26141
C: 4.97107 3.10815 2.46229
C: 4.90386 2.42640 1.24741
N: 3.67761 2.48420 0.51824
C: 2.74206 1.47986 0.54845
N: 3.22589 0.27791 0.88612
C: 2.59073 -0.95833 1.04675
C: 1.22245 -1.17591 0.96016
C: 0.76769 -2.47486 1.19357
C: 1.64215 -3.51400 1.46019
C: 3.00951 -3.29067 1.52972
C: 3.48471 -2.01148 1.33174
O: 4.80738 -1.66997 1.31486
C: 5.69127 -2.31332 2.22409
N: 1.50448 1.67126 0.18523
C: 1.12708 2.99607 -0.12468
C: 0.84661 3.36796 -1.42934
C: 0.50156 4.67818 -1.73458
C: 0.43791 5.62448 -0.72743
C: 0.67129 5.26472 0.59649
C: 1.00086 3.95361 0.90531
O: 1.21549 3.48189 2.16381
C: 1.01282 4.38201 3.24011
H: 5.98778 0.93596 -2.36228
H: 5.66350 2.54848 -1.68785
H: 4.43839 1.26019 -1.57224
H: 7.97698 1.04021 1.28957
H: 8.06120 2.21083 3.47521
H: 6.12311 3.58771 4.19993
H: 4.10318 3.67262 2.78201
H: 3.29721 3.40733 0.38980
H: 4.22275 0.21008 1.04120
H: -0.29074 -2.69513 1.12419
H: 1.26641 -4.51824 1.59380
H: 3.68846 -4.11350 1.70966
H: 5.62771 -3.40083 2.17093
H: 5.49002 -1.98919 3.24737
H: 6.69080 -2.00316 1.92989
H: 0.89317 2.60650 -2.19839
H: 0.29031 4.95817 -2.75801
H: 0.19699 6.65405 -0.95669
H: 0.58816 6.01256 1.37386
H: 1.13699 3.79772 4.14880
H: 0.00633 4.80944 3.22576
H: 1.74651 5.19320 3.22610
Cl: 1.03758 -7.35984 5.88203
C: 0.46733 -5.73231 5.97195
C: -0.28250 -5.20500 4.93550
C: -0.68829 -3.88298 4.99527
C: -0.39072 -3.07326 6.08376
C: -0.83556 -1.63121 6.19221
C: -2.12043 -1.27701 5.38184
N: -1.88123 -0.62370 4.10394
C: -1.43538 0.66580 3.99844
C: -1.29309 0.92205 2.67057
N: -1.64783 -0.19712 1.94537
C: -1.97756 -1.10762 2.83978
O: 0.16165 -0.64876 5.92619
C: 1.18421 -0.88248 4.94851
C: 2.49042 -1.32796 5.54699
C: 3.17014 -0.59125 6.47278
Cl: 2.74129 0.96123 7.04450
S: 4.59022 -1.38105 7.04112
C: 4.28480 -2.72286 6.01580
C: 3.15333 -2.55873 5.28371
C: 0.33236 -3.65041 7.13314
Cl: 0.69838 -2.74686 8.55880
C: 0.76981 -4.96298 7.08104
H: -0.54951 -5.82779 4.09438
H: -1.25955 -3.48516 4.16783
H: -1.10044 -1.48476 7.24036
H: -2.69285 -0.56972 5.98038
H: -2.72774 -2.16909 5.23955
H: -1.27256 1.28292 4.86294
H: -1.01974 1.85264 2.20839
H: -2.36507 -2.08599 2.60217
H: 1.32871 0.08520 4.46328
H: 0.86125 -1.59248 4.18322
H: 4.96331 -3.56154 6.02533
H: 2.78492 -3.28371 4.56948
H: 1.34009 -5.37873 7.89961

Atom charges from the Mulliken analysis, given in e for atoms 1 to 4: -1.1370 -0.8515 -0.4570 0.9404

No. 3
A structure of composition C58H60N13O4PS2. Source: OMol25; level of theory: wB97M-V/def2-TZVPD.

The HOMO-LUMO gap comes out at 8.87 eV. Its HOMO energy is -9.2 eV.

Positions of all 138 atoms, in Å:
N: 2.36649 -2.20811 1.65794
P: 2.01364 -2.69591 0.21914
C: 0.15658 -2.47496 -0.02462
N: 0.06426 -1.43553 -1.10610
C: 0.25193 -0.27740 -0.70128
S: 0.14939 1.22333 -0.40607
C: -0.56488 -3.65422 -0.63587
O: -1.93032 -3.10456 -0.74043
S: -2.14821 -2.28315 0.61512
O: -3.02597 -3.00057 1.46879
O: -2.51269 -0.92876 0.42003
O: -0.58969 -2.22217 1.13859
H: 2.78781 -2.95343 2.19519
H: 2.64833 -1.96602 -0.80132
H: 2.34894 -4.05068 -0.00281
H: -0.18305 -3.88779 -1.61663
H: -0.70665 -4.50016 0.02383
N: -0.69091 5.87654 2.06307
C: -0.77430 4.63744 1.58333
C: -1.55816 3.64272 2.14885
C: -2.29459 3.95233 3.28061
C: -2.21915 5.23610 3.79569
C: -1.40814 6.15611 3.15053
H: -0.17769 4.43991 0.69864
H: -1.59005 2.65231 1.71471
H: -2.91756 3.20391 3.75346
H: -2.77461 5.52486 4.67736
H: -1.32386 7.17300 3.51868
N: -3.02591 -7.68474 0.64630
C: -4.16313 -8.36219 0.79970
C: -5.39255 -7.76214 1.02341
C: -5.44278 -6.37910 1.09332
C: -4.27288 -5.65501 0.93750
C: -3.10055 -6.35803 0.71683
H: -4.07421 -9.44203 0.73999
H: -6.28413 -8.36298 1.13997
H: -6.38233 -5.87006 1.26767
H: -4.26698 -4.57694 0.98624
H: -2.16086 -5.83432 0.58871
N: 1.88290 -0.04392 -4.33502
C: 0.83450 -0.81664 -4.04155
C: -0.08785 -1.25310 -4.97990
C: 0.08109 -0.86592 -6.29790
C: 1.16148 -0.06295 -6.62291
C: 2.02850 0.31797 -5.61035
H: 0.73844 -1.09400 -2.99370
H: -0.91851 -1.87908 -4.68260
H: -0.61852 -1.18221 -7.05941
H: 1.33022 0.26314 -7.64031
H: 2.88797 0.94523 -5.82328
N: -1.04742 -10.49712 -4.09878
C: -0.88470 -9.89974 -2.92017
C: -1.92873 -9.58383 -2.06315
C: -3.21608 -9.90514 -2.45715
C: -3.40725 -10.52648 -3.68028
C: -2.29237 -10.79997 -4.45859
H: 0.14034 -9.66444 -2.65437
H: -1.74061 -9.09930 -1.11380
H: -4.05867 -9.67452 -1.81773
H: -4.39671 -10.79396 -4.02493
H: -2.39466 -11.28780 -5.42185
N: -2.53913 1.22617 -6.93128
C: -3.84296 1.40338 -6.73083
C: -4.51819 2.57285 -7.04472
C: -3.79744 3.61954 -7.59486
C: -2.43938 3.45407 -7.80861
C: -1.86286 2.24180 -7.46167
H: -4.36781 0.56019 -6.29525
H: -5.58019 2.65929 -6.86160
H: -4.28656 4.54997 -7.85285
H: -1.83875 4.24563 -8.23472
H: -0.80266 2.06800 -7.61364
N: 4.25635 -5.90715 1.26508
C: 4.42442 -6.40186 0.03966
C: 4.96120 -7.65245 -0.22034
C: 5.34926 -8.43524 0.85397
C: 5.18392 -7.93799 2.13548
C: 4.63380 -6.67448 2.28530
H: 4.11098 -5.75598 -0.77427
H: 5.07177 -8.00189 -1.23737
H: 5.77397 -9.41775 0.69459
H: 5.47414 -8.51553 3.00184
H: 4.48438 -6.24818 3.27082
N: 3.80833 7.42226 6.57344
C: 2.71515 6.73862 6.90330
C: 1.71359 6.40608 6.00351
C: 1.85349 6.80991 4.68626
C: 2.98383 7.52317 4.32449
C: 3.92703 7.80018 5.30271
H: 2.64499 6.44484 7.94517
H: 0.84697 5.84547 6.32735
H: 1.09557 6.57091 3.95236
H: 3.13191 7.85734 3.30691
H: 4.82866 8.35342 5.06283
N: 6.57516 2.15323 -3.88526
C: 5.36479 1.59842 -3.85300
C: 4.18508 2.31984 -3.75231
C: 4.26885 3.70059 -3.67621
C: 5.51883 4.29687 -3.70548
C: 6.63825 3.48237 -3.81211
H: 5.34496 0.51499 -3.91133
H: 3.23067 1.81110 -3.73460
H: 3.37222 4.30267 -3.59546
H: 5.62568 5.37156 -3.64813
H: 7.63665 3.90636 -3.84027
N: 9.42998 5.51338 -2.90816
C: 10.71445 5.59844 -2.57088
C: 11.26194 6.67396 -1.88832
C: 10.42857 7.72301 -1.53877
C: 9.08913 7.65287 -1.88234
C: 8.64392 6.52971 -2.56202
H: 11.33122 4.75702 -2.86641
H: 12.31373 6.68705 -1.63857
H: 10.81671 8.58168 -1.00626
H: 8.40320 8.44926 -1.62900
H: 7.60196 6.43211 -2.84613
N: -3.47921 7.96508 5.71172
C: -3.25491 8.51700 6.90235
C: -4.25588 9.02583 7.71539
C: -5.56389 8.96110 7.26533
C: -5.81634 8.39178 6.02845
C: -4.74270 7.90966 5.29595
H: -2.21665 8.55007 7.21397
H: -4.01454 9.46120 8.67502
H: -6.37427 9.34826 7.86937
H: -6.82234 8.32157 5.63879
H: -4.89483 7.45280 4.32355
N: -7.95364 -5.69536 4.98421
C: -6.87551 -5.32703 4.29582
C: -6.45127 -4.01283 4.16878
C: -7.19280 -3.02245 4.79074
C: -8.31887 -3.38565 5.51071
C: -8.65252 -4.73034 5.57665
H: -6.32648 -6.13428 3.82361
H: -5.56347 -3.77424 3.59759
H: -6.89707 -1.98392 4.71589
H: -8.92634 -2.64449 6.01146
H: -9.52420 -5.05856 6.13220

Atom charges from the Mulliken analysis, given in e for atoms 1 to 4: -0.7513 0.4721 0.7329 -0.6481

| no. | maximum force (eV/A) |
| --- | --- |
| 1 | 3.16 |
| 2 | 1.93 |
| 3 | 2.68 |